#A
Here is a molecular structure, C55H42BIN8O2PSn from the Open Molecules 2025 dataset. Energies are from wB97M-V/def2-TZVPD.

Results
LUMO, eV: 0.9
Charge: -1
Gap between HOMO and LUMO, eV: 6.25

Cartesian coordinates (Å):
Sn -0.500 -0.900 2.475
O 1.353 -2.086 -7.160
C 0.205 -2.319 -6.733
O -0.849 -2.576 -7.344
C 0.054 -2.220 -5.198
C 1.120 -1.819 -4.408
C 0.934 -1.605 -3.051
N -0.230 -1.840 -2.451
C -1.245 -2.274 -3.190
C -1.152 -2.471 -4.563
C -2.526 -2.658 -2.526
C -3.737 -2.428 -3.188
C -4.906 -2.942 -2.664
C -4.835 -3.711 -1.512
C -3.596 -3.858 -0.910
N -2.469 -3.324 -1.372
C 2.049 -1.142 -2.113
C 3.417 -1.084 -2.796
C 4.445 -0.563 -2.147
C 4.212 -1.230 0.335
C 2.847 -1.266 0.982
N 1.842 -1.738 0.381
H 2.035 -1.612 -4.944
H -1.977 -2.842 -5.157
H -3.748 -1.838 -4.095
H -5.854 -2.759 -3.154
H -5.713 -4.174 -1.082
H -3.501 -4.453 -0.008
H 3.553 -1.521 -3.774
H 5.437 -0.530 -2.582
H 4.982 -1.020 1.076
H 2.720 -0.868 1.989
B 1.408 -0.544 6.522
N 1.955 0.541 5.543
C 2.893 1.450 5.851
C 3.219 2.152 4.706
C 2.401 1.581 3.726
N 1.632 0.621 4.235
N 1.256 -1.881 5.754
C 1.969 -2.987 6.028
C 1.499 -4.030 5.254
C 0.463 -3.447 4.523
N 0.313 -2.162 4.833
H 2.254 -0.719 7.368
H 0.366 -0.205 7.046
H 3.275 1.521 6.855
H 3.933 2.951 4.598
H 2.365 1.804 2.669
H 2.761 -2.956 6.756
H 1.860 -5.042 5.213
H -0.208 -3.898 3.806
I -0.710 2.416 1.615
C -0.249 4.093 0.424
C -0.756 5.220 1.024
C -0.444 6.510 0.566
C 0.441 6.634 -0.459
C 0.986 5.492 -1.092
C 1.945 5.714 -2.109
C 2.529 4.661 -2.740
C 2.074 3.367 -2.442
C 1.099 3.080 -1.518
P 0.361 1.343 -1.625
C 1.874 0.281 -1.492
C 2.913 0.727 -0.789
C 4.220 -0.048 -0.746
C 4.409 -2.594 -0.283
C 3.379 -3.086 -0.949
C 2.096 -2.286 -0.955
C -0.102 1.457 -3.416
C 0.726 1.465 -4.540
C 0.199 1.536 -5.819
C -1.175 1.580 -6.013
C -2.015 1.548 -4.912
C -1.479 1.481 -3.631
C 0.600 4.162 -0.721
H -1.381 5.117 1.900
H -0.867 7.374 1.060
H 0.757 7.608 -0.811
H 2.206 6.737 -2.353
H 3.289 4.803 -3.497
H 2.523 2.554 -2.987
H 2.890 1.698 -0.306
H 5.019 0.637 -0.461
H 5.354 -3.111 -0.177
H 3.400 -4.045 -1.450
H 1.258 -2.941 -1.169
H 1.798 1.347 -4.451
H 0.863 1.495 -6.673
H -1.582 1.587 -7.015
H -3.090 1.545 -5.042
H -2.150 1.420 -2.779
C -2.840 0.071 6.303
C -4.166 -0.060 5.919
C -4.473 -0.309 4.593
C -3.448 -0.407 3.656
N -2.168 -0.303 4.053
C -1.870 -0.081 5.334
C -3.650 -0.550 2.194
C -4.923 -0.486 1.623
C -5.060 -0.429 0.247
C -3.922 -0.385 -0.555
C -2.666 -0.464 0.024
C -2.498 -0.599 1.404
H -2.551 0.273 7.325
H -4.962 0.036 6.647
H -5.502 -0.424 4.289
H -0.820 -0.026 5.579
H -5.814 -0.465 2.238
H -6.046 -0.384 -0.197
H -4.019 -0.290 -1.630
H -1.791 -0.378 -0.613

***

#B
Here is a molecular structure, C55H42BIN8O2PSn from the Open Molecules 2025 dataset. Energies are from wB97M-V/def2-TZVPD.

Results
LUMO, eV: 1.7
Charge: -1
Gap between HOMO and LUMO, eV: 6.97

Cartesian coordinates (Å):
Sn -0.236 -0.525 -0.412
O -2.271 -5.752 4.701
C -1.094 -5.571 4.346
O -0.039 -6.156 4.650
C -0.904 -4.400 3.340
C -1.957 -3.587 2.967
C -1.735 -2.506 2.122
N -0.525 -2.253 1.585
C 0.504 -3.018 1.980
C 0.351 -4.078 2.860
C 1.855 -2.635 1.479
C 2.963 -3.466 1.642
C 4.195 -3.042 1.182
C 4.300 -1.798 0.577
C 3.145 -1.048 0.437
N 1.955 -1.455 0.865
C -2.858 -1.540 1.940
C -4.167 -1.988 1.813
C -5.188 -1.056 1.755
C -4.878 0.288 1.853
C -3.545 0.643 1.985
N -2.552 -0.244 2.022
H -2.933 -3.789 3.389
H 1.176 -4.676 3.217
H 2.862 -4.437 2.104
H 5.064 -3.680 1.284
H 5.247 -1.419 0.216
H 3.170 -0.074 -0.041
H -4.372 -3.047 1.737
H -6.214 -1.380 1.627
H -5.643 1.050 1.806
H -3.256 1.684 2.065
B -3.696 0.516 -2.530
N -3.470 -0.863 -1.810
C -4.381 -1.841 -1.900
C -3.801 -3.044 -1.545
C -2.487 -2.701 -1.244
N -2.292 -1.387 -1.399
N -3.237 1.737 -1.708
C -3.911 2.892 -1.557
C -3.051 3.824 -1.006
C -1.842 3.122 -0.873
N -1.967 1.873 -1.305
H -3.085 0.495 -3.581
H -4.891 0.614 -2.701
H -5.382 -1.615 -2.227
H -4.259 -4.018 -1.513
H -1.675 -3.332 -0.926
H -4.950 2.967 -1.837
H -3.263 4.848 -0.750
H -0.891 3.454 -0.484
I 2.482 2.455 -1.019
C 3.669 3.946 -0.100
C 4.489 4.568 -1.004
C 5.396 5.573 -0.617
C 5.476 5.916 0.695
C 4.658 5.281 1.662
C 4.825 5.653 3.015
C 4.088 5.063 3.997
C 3.136 4.097 3.640
C 2.908 3.710 2.339
P 1.500 2.509 2.091
C 2.085 1.054 3.038
C 1.143 0.053 3.292
C 1.502 -1.102 3.967
C 2.823 -1.303 4.346
C 3.778 -0.346 4.039
C 3.413 0.829 3.392
C 0.286 3.341 3.213
C -0.231 2.836 4.400
C -1.186 3.549 5.117
C -1.635 4.779 4.662
C -1.119 5.298 3.481
C -0.176 4.581 2.764
C 3.701 4.281 1.293
H 4.441 4.278 -2.044
H 6.020 6.049 -1.362
H 6.174 6.673 1.033
H 5.560 6.416 3.249
H 4.220 5.335 5.036
H 2.546 3.645 4.428
H 0.131 0.172 2.926
H 0.755 -1.859 4.177
H 3.107 -2.215 4.857
H 4.815 -0.510 4.308
H 4.172 1.565 3.161
H 0.111 1.885 4.787
H -1.579 3.135 6.037
H -2.385 5.327 5.219
H -1.461 6.257 3.110
H 0.213 4.996 1.839
C -0.558 1.561 -4.883
C -0.426 0.425 -5.666
C 0.047 -0.738 -5.089
C 0.385 -0.746 -3.735
N 0.219 0.344 -2.981
C -0.237 1.464 -3.544
C 0.885 -1.982 -3.078
C 1.616 -2.883 -3.860
C 1.990 -4.116 -3.357
C 1.600 -4.460 -2.071
C 0.921 -3.538 -1.287
C 0.580 -2.257 -1.730
H -0.942 2.487 -5.287
H -0.709 0.438 -6.711
H 0.126 -1.647 -5.668
H -0.365 2.310 -2.884
H 1.910 -2.605 -4.866
H 2.567 -4.803 -3.963
H 1.834 -5.441 -1.673
H 0.636 -3.853 -0.287

***

Stability summary: most stable #B, least stable #A.

***

#A
Here is 2 unconnected molecules or ions with the total composition C2H3N4 from the Open Molecules 2025 dataset. Energies are from wB97M-V/def2-TZVPD.

Results
LUMO, eV: 4.1
Charge: -1
Gap between HOMO and LUMO, eV: 7.34

Cartesian coordinates (Å):
C 1.997 0.414 -0.407
C 0.947 -0.073 0.358
N -1.687 0.309 0.131
N 3.105 0.531 -0.682
N -2.707 -0.054 -0.310
N -3.671 -0.513 -0.791
H 1.190 0.202 1.403
H -0.070 0.261 0.065
H 0.895 -1.076 0.235

***

#B
Here is a gas-phase ion, C2H3N4 (charge -1) from the Open Molecules 2025 dataset. Energies are from wB97M-V/def2-TZVPD.

Results
LUMO, eV: 4.3
Charge: -1
Gap between HOMO and LUMO, eV: 7.58

Cartesian coordinates (Å):
C 0.095 0.018 0.117
C -0.603 0.637 -1.100
N 0.656 -1.512 1.742
N -0.192 -1.605 0.860
N 1.033 0.445 0.832
N 1.381 -0.455 1.785
H -1.671 0.809 -0.879
H -0.054 1.524 -1.217
H -0.644 0.141 -2.140

***

Stability summary: most stable #A, least stable #B.

***

#A
Here is 2 unconnected molecules or ions with the total composition CH2O2S3 from the Open Molecules 2025 dataset. Energies are from wB97M-V/def2-TZVPD.

Results
LUMO, eV: -2.1
Gap between HOMO and LUMO, eV: 7.25

Cartesian coordinates (Å):
O 2.254 0.836 -1.181
S 2.129 0.033 -0.040
O 0.910 0.383 0.729
C 1.045 -1.785 -0.708
S -0.152 -1.741 -1.668
S -2.362 0.390 0.515
H -0.983 0.775 0.640
H -2.840 1.108 1.713

***

#B
Here is a single CH2O2S3 molecule from the Open Molecules 2025 dataset. Energies are from wB97M-V/def2-TZVPD.

Results
LUMO, eV: -2.1
Gap between HOMO and LUMO, eV: 7.46

Cartesian coordinates (Å):
C -0.403 0.614 -0.264
O -2.485 -1.211 1.004
O -3.483 -0.481 -0.898
S -0.889 1.789 0.753
S 0.778 -0.626 0.231
S -2.222 -0.657 -0.279
H -0.274 0.694 -1.304
H 0.465 -0.638 1.440

***

Stability summary: most stable #B, least stable #A.

***

#A
Here is 2 unconnected molecules or ions with the total composition C4H7P from the Open Molecules 2025 dataset. Energies are from wB97M-V/def2-TZVPD.

Results
LUMO, eV: 0.7
Gap between HOMO and LUMO, eV: 11.00

Cartesian coordinates (Å):
C -1.823 0.095 -0.700
C -1.172 0.231 0.707
C -0.301 -0.041 -0.534
H -2.262 -0.924 -0.837
H -2.274 0.921 -1.201
H -1.103 1.226 0.951
H -1.292 -0.508 1.527
H 0.142 -0.955 -0.634
H 0.342 0.727 -0.792
C 3.219 -0.273 0.634
P 3.524 0.531 -0.581
H 2.999 -1.031 1.460

***

#B
Here is 2 unconnected molecules or ions with the total composition C4H7P from the Open Molecules 2025 dataset. Energies are from wB97M-V/def2-TZVPD.

Results
LUMO (spin up / spin down), eV: -0.6 / -0.5
Gap between HOMO and LUMO (spin up / spin down), eV: 8.89 / 7.70

Cartesian coordinates (Å):
C -1.671 1.220 -0.484
C -0.353 1.086 -0.316
C 1.087 -0.668 1.038
C 0.273 -0.169 -0.094
P -0.331 -1.761 0.497
H -2.139 2.183 -0.592
H -2.319 0.357 -0.460
H 0.296 1.957 -0.324
H 2.086 -1.029 0.856
H 0.988 -0.139 1.980
H 1.646 -0.482 -1.746
H 0.437 -2.555 -0.355

***

Stability summary: most stable #A, least stable #B.